Record 1
29
Properties=species:S:1:pos:R:3 method="wB97M-V/def2-TZVPD" lumo_energy_ev=0.3 homo_energy_ev=-8.390 orbital_gap_ev=8.73 largest_force_ev_per_a=7.58 e_above_lowest_kj_mol=1617.44 e_tot_ha=-441.76492 charge=0
C -2.475 -0.806 -0.847
C -1.110 -1.422 1.202
C -0.169 -0.410 -0.341
C 1.746 -1.939 -0.357
C 2.236 0.378 -0.125
C -0.375 2.249 -0.796
C -0.213 1.609 1.269
H -2.057 -0.143 -1.835
H -3.118 -1.672 -1.164
H -2.796 -0.020 0.228
H -1.057 -0.159 1.712
H -2.134 -2.017 1.435
H -0.147 -2.074 1.787
H -0.085 -0.424 -1.510
H 2.833 -1.715 0.248
H 1.164 -2.682 0.089
H 1.645 -1.929 -1.537
H 3.164 0.099 0.288
H 2.582 0.576 -1.310
H 2.400 1.289 0.357
H -1.419 2.854 -0.719
H 0.551 2.709 -0.577
H -0.194 1.871 -2.012
H -1.392 1.250 2.125
H 1.031 0.637 1.522
H -0.029 3.214 1.050
N -1.099 -1.566 -0.244
N 1.228 -0.717 0.055
N -0.711 0.959 0.007

Record 2
29
Properties=species:S:1:pos:R:3 method="wB97M-V/def2-TZVPD" lumo_energy_ev=1.0 homo_energy_ev=-7.753 orbital_gap_ev=8.72 largest_force_ev_per_a=3.69 e_above_lowest_kj_mol=295.16 e_tot_ha=-442.26855 charge=0
C -1.613 -1.633 1.074
C -1.492 -0.667 -0.082
C 0.271 -0.657 -0.687
C 0.989 -1.996 -0.818
C 0.874 0.188 0.424
N -0.158 1.097 0.944
C -0.329 2.293 0.128
C 0.025 1.438 2.343
N 0.250 0.088 -1.941
N 1.559 0.362 -2.476
H -1.221 -2.614 0.806
H -2.661 -1.759 1.358
H -1.059 -1.276 1.939
H -2.114 0.214 0.073
H -1.917 -1.068 -1.001
H 0.952 -2.561 0.113
H 0.517 -2.600 -1.598
H 2.048 -1.869 -1.062
H 1.741 0.757 0.060
H 1.181 -0.467 1.239
H -1.228 2.813 0.454
H 0.542 2.962 0.201
H -0.450 1.992 -0.913
H -0.826 2.032 2.687
H 0.935 2.036 2.507
H 0.109 0.530 2.940
H -0.328 -0.417 -2.614
H 1.917 -0.408 -3.040
H 1.485 1.191 -3.060

Please write out number 2 again, unchanged.
29
Properties=species:S:1:pos:R:3 method="wB97M-V/def2-TZVPD" lumo_energy_ev=1.0 homo_energy_ev=-7.753 orbital_gap_ev=8.72 largest_force_ev_per_a=3.69 e_above_lowest_kj_mol=295.16 e_tot_ha=-442.26855 charge=0
C -1.613 -1.633 1.074
C -1.492 -0.667 -0.082
C 0.271 -0.657 -0.687
C 0.989 -1.996 -0.818
C 0.874 0.188 0.424
N -0.158 1.097 0.944
C -0.329 2.293 0.128
C 0.025 1.438 2.343
N 0.250 0.088 -1.941
N 1.559 0.362 -2.476
H -1.221 -2.614 0.806
H -2.661 -1.759 1.358
H -1.059 -1.276 1.939
H -2.114 0.214 0.073
H -1.917 -1.068 -1.001
H 0.952 -2.561 0.113
H 0.517 -2.600 -1.598
H 2.048 -1.869 -1.062
H 1.741 0.757 0.060
H 1.181 -0.467 1.239
H -1.228 2.813 0.454
H 0.542 2.962 0.201
H -0.450 1.992 -0.913
H -0.826 2.032 2.687
H 0.935 2.036 2.507
H 0.109 0.530 2.940
H -0.328 -0.417 -2.614
H 1.917 -0.408 -3.040
H 1.485 1.191 -3.060